# 1
11
Properties=species:S:1:pos:R:3:forces:R:3:lowdin_charge:R:1 method="wB97M-V/def2-TZVPD" de_lowest_kj_mol=201.1 max_force_ev_per_a=2.94 e_tot_ha=-285.3380 smiles=Cc1ncco1
C -1.5623 0.4946 -0.7199 -0.101 0.582 -0.050 -0.01
C -0.4865 0.3423 0.2745 1.437 1.486 -0.899 -0.25
N -0.2762 -0.3295 1.3094 0.230 -0.794 -2.223 0.14
C 1.0371 -0.8034 1.0725 0.850 -0.188 0.935 -0.14
C 1.6996 -0.1078 0.1257 0.031 -0.768 0.797 -0.20
O 0.9210 0.7945 -0.4638 -2.402 -1.332 1.047 -0.03
H -2.1797 1.3572 -0.4978 -0.245 0.164 -0.161 0.08
H -2.1979 -0.3948 -0.8459 0.408 0.244 0.377 0.10
H -0.9868 0.6626 -1.6291 -0.544 0.144 -0.229 0.09
H 1.2885 -1.7509 1.4978 0.554 0.061 0.660 0.09
H 2.7432 -0.2648 -0.1233 -0.218 0.402 -0.255 0.12

***

# 2
39
Properties=species:S:1:pos:R:3:forces:R:3:lowdin_charge:R:1 method="wB97M-V/def2-TZVPD" de_lowest_kj_mol=2.0 max_force_ev_per_a=0.64 e_tot_ha=-3739.9566 smiles="CCN(CC)CCNC(=O)c1cc2cc(Br)ccc2s1"
C 1.5882 -0.9444 -2.0084 -0.170 -0.181 0.208 -0.08
C 1.0754 -1.8398 -0.8862 0.006 0.028 -0.172 -0.25
N 2.1249 -2.2753 0.0226 -0.057 0.020 -0.023 -0.19
C 1.6727 -3.3347 0.9136 0.036 -0.219 -0.161 -0.26
C 1.6535 -4.6896 0.2102 -0.025 0.216 0.181 -0.09
C 2.8655 -1.2326 0.6936 -0.098 0.163 0.306 -0.18
C 2.1442 -0.4432 1.8097 0.299 -0.343 -0.120 -0.14
N 1.1336 0.4568 1.3087 0.105 0.096 -0.103 0.07
C -0.1771 0.3109 1.6065 0.365 0.122 -0.099 -0.54
O -0.6033 -0.5406 2.3645 -0.152 -0.119 0.114 0.04
C -1.0852 1.2667 0.9400 -0.545 0.273 -0.207 -0.41
C -0.8960 2.0936 -0.1241 0.162 -0.418 0.446 -0.05
C -2.0669 2.8214 -0.4677 -0.595 0.091 0.180 -0.25
C -2.2483 3.7565 -1.4905 -0.138 0.081 -0.046 -0.07
C -3.4847 4.3417 -1.6283 0.142 0.146 -0.231 -0.68
Br -3.7564 5.6230 -3.0141 0.030 -0.146 0.158 0.72
C -4.5550 4.0326 -0.7859 -0.036 -0.029 0.044 -0.13
C -4.3897 3.1108 0.2239 -0.041 0.068 -0.058 -0.08
C -3.1489 2.5057 0.3823 0.413 -0.156 0.015 -0.46
S -2.7071 1.3198 1.5691 0.151 0.142 -0.258 1.14
H 1.8381 0.0535 -1.6556 0.047 0.133 -0.008 0.05
H 2.4729 -1.3872 -2.4584 0.112 -0.009 -0.077 0.08
H 0.8198 -0.8462 -2.7714 -0.049 0.069 -0.083 0.07
H 0.2444 -1.3439 -0.3593 0.003 -0.131 -0.081 0.11
H 0.6709 -2.7455 -1.3424 -0.076 0.065 0.028 0.11
H 0.6760 -3.1190 1.3298 0.094 0.034 0.094 0.12
H 2.3788 -3.3942 1.7451 -0.060 0.041 0.052 0.12
H 2.6133 -4.8697 -0.2664 0.094 -0.045 -0.044 0.07
H 1.4668 -5.4757 0.9373 -0.066 -0.144 0.030 0.07
H 0.8764 -4.7383 -0.5474 -0.076 -0.055 -0.087 0.06
H 3.2301 -0.5309 -0.0595 0.114 0.020 0.039 0.11
H 3.7411 -1.7051 1.1500 0.032 0.107 -0.024 0.12
H 2.8916 0.1312 2.3682 -0.052 -0.094 0.033 0.12
H 1.6382 -1.1258 2.4947 0.126 0.090 0.007 0.11
H 1.4263 1.1798 0.6729 -0.153 0.031 0.061 0.13
H 0.0237 2.1903 -0.6740 0.215 -0.036 -0.082 0.12
H -1.4338 4.0086 -2.1517 0.044 0.054 -0.080 0.11
H -5.5068 4.5184 -0.9326 -0.065 0.032 -0.011 0.10
H -5.2070 2.8606 0.8811 -0.136 0.004 0.057 0.11

***

# 3
20
Properties=species:S:1:pos:R:3:forces:R:3:lowdin_charge:R:1 method="wB97M-V/def2-TZVPD" de_lowest_kj_mol=165.1 max_force_ev_per_a=2.68 e_tot_ha=-688.3258 smiles=CSCCCN.O
C -0.0972 0.8089 2.5539 -0.434 2.233 -0.420 -0.43
S 0.3709 -0.2951 1.1795 0.122 0.104 1.060 0.80
C -0.8596 0.0681 -0.1175 0.654 -1.550 0.229 -0.48
C -0.9691 -1.3288 -0.7773 1.186 -0.633 -0.894 -0.32
C -1.4267 -1.5392 -2.2772 0.334 -1.186 2.379 -0.27
N -2.7788 -2.0644 -2.3279 -0.679 -0.252 -0.962 -0.03
H -1.0666 1.3291 2.3350 0.800 -0.471 -0.131 0.04
H 0.6527 1.6137 2.6555 -0.269 -0.204 -0.329 0.02
H -0.2221 0.5056 3.5835 0.095 -1.340 -0.016 0.02
H -0.4770 0.8442 -0.7778 -0.419 0.121 0.053 0.07
H -1.7593 0.2700 0.4439 -0.407 0.616 -0.409 0.06
H -1.4724 -1.9681 -0.0376 -0.215 0.010 -0.553 0.09
H 0.0233 -1.8115 -0.8883 0.071 0.716 0.859 0.07
H -1.2088 -0.5868 -2.7437 -0.538 -0.073 -0.802 0.10
H -0.7191 -2.3610 -2.6602 -1.144 1.382 0.098 0.12
H -2.9399 -2.7730 -1.6296 0.432 -0.229 0.033 0.06
H -3.5898 -1.4720 -2.2451 0.411 0.765 -0.194 0.06
O 4.7870 3.7643 0.4099 0.855 0.234 0.258 -0.06
H 4.5104 3.7122 -0.5054 -0.503 -0.140 0.146 0.03
H 4.0742 3.5739 1.0202 -0.352 -0.100 -0.404 0.03

***

What did the second record say?
39
Properties=species:S:1:pos:R:3:forces:R:3:lowdin_charge:R:1 method="wB97M-V/def2-TZVPD" de_lowest_kj_mol=2.0 max_force_ev_per_a=0.64 e_tot_ha=-3739.9566 smiles="CCN(CC)CCNC(=O)c1cc2cc(Br)ccc2s1"
C 1.5882 -0.9444 -2.0084 -0.170 -0.181 0.208 -0.08
C 1.0754 -1.8398 -0.8862 0.006 0.028 -0.172 -0.25
N 2.1249 -2.2753 0.0226 -0.057 0.020 -0.023 -0.19
C 1.6727 -3.3347 0.9136 0.036 -0.219 -0.161 -0.26
C 1.6535 -4.6896 0.2102 -0.025 0.216 0.181 -0.09
C 2.8655 -1.2326 0.6936 -0.098 0.163 0.306 -0.18
C 2.1442 -0.4432 1.8097 0.299 -0.343 -0.120 -0.14
N 1.1336 0.4568 1.3087 0.105 0.096 -0.103 0.07
C -0.1771 0.3109 1.6065 0.365 0.122 -0.099 -0.54
O -0.6033 -0.5406 2.3645 -0.152 -0.119 0.114 0.04
C -1.0852 1.2667 0.9400 -0.545 0.273 -0.207 -0.41
C -0.8960 2.0936 -0.1241 0.162 -0.418 0.446 -0.05
C -2.0669 2.8214 -0.4677 -0.595 0.091 0.180 -0.25
C -2.2483 3.7565 -1.4905 -0.138 0.081 -0.046 -0.07
C -3.4847 4.3417 -1.6283 0.142 0.146 -0.231 -0.68
Br -3.7564 5.6230 -3.0141 0.030 -0.146 0.158 0.72
C -4.5550 4.0326 -0.7859 -0.036 -0.029 0.044 -0.13
C -4.3897 3.1108 0.2239 -0.041 0.068 -0.058 -0.08
C -3.1489 2.5057 0.3823 0.413 -0.156 0.015 -0.46
S -2.7071 1.3198 1.5691 0.151 0.142 -0.258 1.14
H 1.8381 0.0535 -1.6556 0.047 0.133 -0.008 0.05
H 2.4729 -1.3872 -2.4584 0.112 -0.009 -0.077 0.08
H 0.8198 -0.8462 -2.7714 -0.049 0.069 -0.083 0.07
H 0.2444 -1.3439 -0.3593 0.003 -0.131 -0.081 0.11
H 0.6709 -2.7455 -1.3424 -0.076 0.065 0.028 0.11
H 0.6760 -3.1190 1.3298 0.094 0.034 0.094 0.12
H 2.3788 -3.3942 1.7451 -0.060 0.041 0.052 0.12
H 2.6133 -4.8697 -0.2664 0.094 -0.045 -0.044 0.07
H 1.4668 -5.4757 0.9373 -0.066 -0.144 0.030 0.07
H 0.8764 -4.7383 -0.5474 -0.076 -0.055 -0.087 0.06
H 3.2301 -0.5309 -0.0595 0.114 0.020 0.039 0.11
H 3.7411 -1.7051 1.1500 0.032 0.107 -0.024 0.12
H 2.8916 0.1312 2.3682 -0.052 -0.094 0.033 0.12
H 1.6382 -1.1258 2.4947 0.126 0.090 0.007 0.11
H 1.4263 1.1798 0.6729 -0.153 0.031 0.061 0.13
H 0.0237 2.1903 -0.6740 0.215 -0.036 -0.082 0.12
H -1.4338 4.0086 -2.1517 0.044 0.054 -0.080 0.11
H -5.5068 4.5184 -0.9326 -0.065 0.032 -0.011 0.10
H -5.2070 2.8606 0.8811 -0.136 0.004 0.057 0.11